Record 1
Entry from the OMol25 dataset: a cluster of 2 separate species, C10H14O4Si in total in a non-equilibrium geometry (ωB97M-V/def2-TZVPD).

Positions of all 29 atoms, in Å:
C -3.067 -2.196 -0.590
C -3.095 -1.431 -1.769
C -1.785 -2.661 -0.112
C -1.905 -1.098 -2.436
C -0.672 -2.317 -0.722
C -0.687 -1.550 -1.858
C 0.531 -1.015 -2.383
C -1.257 0.514 1.471
C 3.672 0.128 1.507
C 1.530 3.485 -0.672
O 1.159 -0.854 -3.373
O 0.135 0.455 1.375
O 2.740 0.718 0.734
O 0.863 2.377 -0.146
Si 1.205 0.812 0.217
H -3.938 -2.281 0.086
H -3.962 -1.050 -2.270
H -1.772 -3.267 0.793
H -2.012 -0.517 -3.317
H 0.239 -2.832 -0.258
H -1.548 -0.018 2.314
H -1.718 0.050 0.550
H -1.612 1.553 1.413
H 4.673 0.786 1.600
H 4.195 -0.728 0.982
H 3.360 -0.284 2.511
H 2.447 3.795 -0.023
H 0.727 4.302 -0.771
H 1.937 3.245 -1.612

Computed properties:
<S²>: 2.02
LUMO energy (spin up / spin down) (eV): 0.312 / -0.819
Spin multiplicity: 3
E_tot (eV): -26662.059


Record 2
Entry from the OMol25 dataset: a cluster of 2 separate species, C5H12BN in total in a non-equilibrium geometry (ωB97M-V/def2-TZVPD).

Positions of all 19 atoms, in Å:
C -0.384 -2.094 -1.851
C 0.053 -0.796 -2.502
B 0.478 0.249 -1.387
N 0.943 1.095 -0.645
C 1.815 1.850 0.140
H -0.514 -2.948 -2.580
H -1.398 -2.155 -1.350
H 0.343 -2.246 -0.990
H -0.738 -0.492 -3.160
H 0.873 -1.024 -3.234
H 2.953 1.587 0.162
H 1.661 2.978 0.139
H 1.651 1.530 1.198
C -1.510 -0.267 2.795
C -1.068 0.988 2.560
H -1.924 -0.836 1.930
H -1.560 -0.661 3.817
H -1.167 1.636 1.667
H -0.507 1.605 3.293

Computed properties:
LUMO energy (eV): 0.688
ΔE to the lowest compared entry with this formula, charge and spin (eV): 1.251
E_tot (eV): -7544.253
SMILES: CC/B=N\C.C=C


Record 3
Entry from the OMol25 dataset: a cluster of 2 separate species, CCl2S in total in a non-equilibrium geometry (ωB97M-V/def2-TZVPD).

Positions of all 4 atoms, in Å:
C -1.221 0.114 -0.012
S -2.716 -0.251 0.005
Cl 0.361 0.292 0.008
Cl 3.575 -0.155 -0.002

Computed properties:
LUMO energy (spin up / spin down) (eV): -3.387 / -3.387
ΔE to the lowest compared entry with this formula, charge and spin (eV): 3.149
E_tot (eV): -36913.115


Record 4
Entry from the OMol25 dataset: an isolated molecule of C3H3NO2 (ωB97M-V/def2-TZVPD).

Positions of all 9 atoms, in Å:
C -0.998 -0.294 0.126
O -0.404 0.741 -0.495
C 0.984 0.879 -0.552
O 1.505 1.799 -1.083
C 1.662 -0.317 0.166
N 0.911 -1.139 0.657
H 0.058 -1.617 0.934
H -1.525 -0.012 1.038
H -1.509 -0.976 -0.554

Computed properties:
LUMO energy (eV): 0.119
ΔE to the lowest compared entry with this formula, charge and spin (eV): 5.184
E_tot (eV): -8739.947


Record 5
Entry from the OMol25 dataset: an isolated molecule of C4H4O in a non-equilibrium geometry (ωB97M-V/def2-TZVPD).

Positions of all 9 atoms, in Å:
O 3.117 -0.054 -0.023
C 1.959 -0.014 0.049
C 0.798 0.822 0.123
C -0.208 0.043 -0.691
C 0.739 -0.834 0.074
H 0.583 1.386 1.042
H -1.153 -0.104 -0.087
H -0.381 -0.113 -1.719
H 0.488 -1.184 1.266

Computed properties:
LUMO energy (eV): 0.713
ΔE to the lowest compared entry with this formula, charge and spin (eV): 2.931
E_tot (eV): -6256.449
SMILES: O=C1[C@H]2C[C@@H]12


Record 6
Entry from the OMol25 dataset: an isolated molecule of C25H25N3O5S in a non-equilibrium geometry (ωB97M-V/def2-TZVPD).

Positions of all 59 atoms, in Å:
C 1.080 1.257 -2.114
C -0.345 1.784 -2.184
O -1.063 1.575 -0.968
C -0.833 2.422 0.035
O -0.039 3.325 -0.011
C -1.715 2.114 1.232
C -3.112 1.818 0.795
C -4.072 2.749 0.552
S -5.518 2.008 -0.029
C -4.686 0.450 0.098
N -5.356 -0.675 -0.281
C -4.982 -2.010 -0.246
O -5.770 -2.833 -0.649
C -3.617 -2.315 0.294
C -2.529 -2.012 -0.750
C -1.177 -1.759 -0.088
C -0.546 -3.012 0.521
C 0.466 -2.664 1.615
N 1.444 -1.672 1.176
C 2.457 -2.129 0.347
O 2.513 -3.299 0.029
C 3.436 -1.129 -0.109
C 4.458 -1.504 -0.956
C 5.394 -0.563 -1.394
C 5.309 0.744 -0.986
C 4.280 1.165 -0.119
C 4.151 2.498 0.325
C 3.137 2.861 1.172
C 2.204 1.916 1.608
C 2.290 0.605 1.186
C 3.332 0.209 0.323
C 1.283 -0.373 1.621
O 0.346 -0.067 2.336
N -3.483 0.535 0.538
H 1.555 1.365 -3.085
H 1.648 1.821 -1.379
H 1.085 0.206 -1.835
H -0.334 2.857 -2.407
H -0.924 1.253 -2.942
H -1.294 1.242 1.739
H -1.685 2.972 1.904
H -4.020 3.811 0.674
H -6.292 -0.526 -0.644
H -3.599 -3.370 0.570
H -3.441 -1.698 1.174
H -2.802 -1.112 -1.300
H -2.462 -2.838 -1.460
H -0.498 -1.338 -0.832
H -1.325 -1.006 0.685
H -1.312 -3.636 0.980
H -0.053 -3.598 -0.256
H -0.046 -2.238 2.479
H 1.014 -3.562 1.912
H 4.519 -2.535 -1.271
H 6.187 -0.875 -2.056
H 6.033 1.471 -1.324
H 4.868 3.230 -0.018
H 3.042 3.884 1.502
H 1.404 2.202 2.272

Computed properties:
LUMO energy (eV): -0.848
ΔE to the lowest compared entry with this formula, charge and spin (eV): 0.500
E_tot (eV): -51876.952
SMILES: CCOC(=O)Cc1csc(NC(=O)CCCCCN2C(=O)c3cccc4cccc(c34)C2=O)n1


Record 7
Entry from the OMol25 dataset: a structure of composition C48H53ClMgN2O2P2S3Si2Te (ωB97M-V/def2-TZVPD).

Positions of all 115 atoms, in Å:
Mg -0.128 -0.878 -0.189
S -0.194 -4.481 0.446
P -0.279 -3.230 1.999
C -0.867 -1.665 1.685
P -2.162 -0.887 2.444
S -2.642 0.900 1.705
C -3.672 -1.922 2.358
C -4.302 -1.947 1.000
C -5.708 -2.572 0.828
C -6.019 -3.560 1.911
C -5.300 -3.618 3.034
C -4.155 -2.736 3.302
C -1.930 -0.579 4.247
C -2.993 -0.321 5.110
C -2.760 -0.002 6.441
C -1.460 0.089 6.923
C -0.394 -0.135 6.064
C -0.633 -0.469 4.737
C -1.123 -4.097 3.391
C -2.028 -5.119 3.130
C -2.724 -5.731 4.165
C -2.521 -5.325 5.477
C -1.603 -4.319 5.750
C -0.903 -3.718 4.713
C 1.428 -3.137 2.687
C 2.108 -1.929 2.732
C 3.408 -1.862 3.222
C 4.040 -3.009 3.675
C 3.368 -4.227 3.625
C 2.076 -4.289 3.130
H -4.259 -0.958 0.545
H -6.536 -1.862 0.707
H -6.871 -4.220 1.774
H -5.562 -4.338 3.803
H -3.693 -2.799 4.281
H -4.006 -0.361 4.731
H -3.598 0.184 7.104
H -1.281 0.341 7.963
H 0.626 -0.058 6.423
H 0.191 -0.664 4.061
H -2.170 -5.432 2.102
H -3.432 -6.521 3.942
H -3.070 -5.797 6.284
H -1.430 -3.998 6.771
H -0.179 -2.947 4.939
H 1.620 -1.035 2.361
H 3.918 -0.907 3.230
H 5.054 -2.960 4.057
H 3.859 -5.132 3.966
H 1.560 -5.241 3.065
O -1.437 -1.883 -4.008
S -2.027 -0.918 -3.105
O -2.809 0.127 -3.743
N -0.956 -0.292 -2.075
C -0.269 0.833 -2.496
C -0.077 1.249 -3.803
C 0.570 2.461 -4.102
C 1.040 3.298 -3.128
C 0.896 2.910 -1.776
C 1.314 3.710 -0.688
C 1.132 3.281 0.595
C 0.573 2.005 0.805
N 0.191 1.240 -0.183
C 0.291 1.675 -1.466
C -3.154 -1.774 -2.038
C -4.579 -1.711 -2.403
C -5.513 -2.370 -1.717
C -5.209 -3.204 -0.507
C -3.754 -2.997 -0.015
C -2.755 -2.441 -0.963
H -0.448 0.638 -4.613
H 0.686 2.736 -5.144
H 1.519 4.240 -3.368
H 1.775 4.671 -0.894
H 1.428 3.884 1.443
H 0.435 1.606 1.804
H -4.840 -1.105 -3.260
H -6.550 -2.314 -2.039
H -5.525 -4.243 -0.661
H -3.356 -3.870 0.502
H -1.728 -2.528 -0.637
Cl 2.100 -1.369 -0.801
C 4.555 -0.520 -3.149
Si 5.923 -0.486 -1.886
C 6.924 1.096 -2.106
C 7.084 -1.941 -2.185
C 5.313 -0.570 -0.121
Te 3.922 1.002 0.327
C 5.465 2.350 1.072
Si 5.908 2.066 2.858
C 7.168 3.358 3.418
C 4.389 2.236 3.942
C 6.700 0.382 3.117
H 4.975 -0.447 -4.157
H 3.861 0.310 -2.999
H 3.965 -1.435 -3.076
H 7.341 1.148 -3.116
H 7.753 1.153 -1.395
H 6.287 1.972 -1.961
H 7.492 -1.918 -3.200
H 6.553 -2.887 -2.058
H 7.923 -1.930 -1.484
H 6.139 -0.493 0.589
H 4.763 -1.489 0.085
H 5.052 3.357 0.951
H 6.323 2.280 0.402
H 6.768 4.369 3.313
H 8.080 3.296 2.818
H 7.445 3.214 4.466
H 3.933 3.223 3.817
H 4.636 2.111 4.999
H 3.634 1.494 3.674
H 7.620 0.281 2.535
H 6.033 -0.433 2.828
H 6.956 0.250 4.172

Computed properties:
Charge: -2
LUMO energy (eV): 3.447
ΔE to the lowest compared entry with this formula, charge and spin (eV): 2.370
E_tot (eV): -149818.565


Record 8
Entry from the OMol25 dataset: a structure of composition C45H29AsBr2CdF4N3OPS2 (ωB97M-V/def2-TZVPD).

Positions of all 89 atoms, in Å:
Cd 0.836 0.760 0.407
S 2.305 1.619 2.298
C 3.786 1.497 1.377
C 4.976 1.479 2.186
N 5.896 1.452 2.875
C 3.921 1.405 0.026
S 2.633 1.356 -1.169
C 5.238 1.324 -0.535
N 6.277 1.254 -1.026
F -0.523 -7.140 -0.450
C -0.177 -5.963 0.051
C 0.992 -5.836 0.781
F 1.762 -6.895 0.987
C 1.339 -4.597 1.300
F 2.447 -4.550 2.031
C 0.568 -3.461 1.092
P 1.151 -1.803 1.634
C 0.730 -1.830 3.403
C -0.396 -2.556 3.802
C -0.842 -2.510 5.112
C -0.169 -1.736 6.046
C 0.942 -1.006 5.658
C 1.389 -1.042 4.345
C 2.944 -1.925 1.399
C 3.884 -2.038 2.418
C 5.235 -2.072 2.114
C 5.657 -2.021 0.794
C 4.725 -1.936 -0.229
C 3.375 -1.876 0.075
C -0.634 -3.634 0.410
Br -1.923 -2.266 0.328
C -0.999 -4.859 -0.119
F -2.146 -5.025 -0.773
H -0.937 -3.164 3.088
H -1.712 -3.083 5.402
H -0.511 -1.704 7.072
H 1.467 -0.392 6.378
H 2.227 -0.430 4.054
H 3.573 -2.107 3.450
H 5.960 -2.122 2.914
H 6.712 -2.020 0.562
H 5.048 -1.865 -1.258
H 2.655 -1.764 -0.730
O -2.791 5.741 2.401
C -2.071 4.697 1.944
C -1.076 4.827 0.977
C -0.414 3.689 0.576
N -0.676 2.476 1.067
C -1.605 2.382 2.004
Br -1.871 0.671 2.752
C -2.347 3.445 2.479
H -2.486 6.555 1.988
H -0.821 5.787 0.549
H 0.375 3.734 -0.168
H -3.102 3.321 3.239
C -0.715 3.875 -5.945
C -1.200 2.580 -6.041
C -1.308 1.785 -4.909
C -0.928 2.289 -3.672
C -0.416 3.581 -3.582
C -0.319 4.377 -4.714
As -1.035 1.264 -2.036
C -1.267 -0.549 -2.685
C -0.144 -1.366 -2.628
C -0.215 -2.690 -3.040
C -1.415 -3.203 -3.509
C -2.535 -2.385 -3.588
C -2.461 -1.060 -3.185
C -2.814 1.735 -1.389
C -3.612 0.813 -0.722
C -4.795 1.208 -0.112
C -5.194 2.534 -0.162
C -4.407 3.461 -0.833
C -3.225 3.065 -1.440
H -0.633 4.490 -6.832
H -1.494 2.182 -7.004
H -1.682 0.773 -4.999
H -0.063 3.965 -2.631
H 0.083 5.378 -4.635
H 0.802 -0.971 -2.264
H 0.666 -3.317 -2.991
H -1.479 -4.238 -3.818
H -3.470 -2.783 -3.960
H -3.341 -0.430 -3.248
H -3.321 -0.228 -0.682
H -5.401 0.475 0.404
H -6.117 2.843 0.309
H -4.716 4.497 -0.887
H -2.630 3.808 -1.959

Computed properties:
LUMO energy (eV): -0.184
ΔE to the lowest compared entry with this formula, charge and spin (eV): 0.000
E_tot (eV): -300970.636


Record 9
Entry from the OMol25 dataset: a structure of composition C17H20N4OPdS7 (ωB97M-V/def2-TZVPD).

Positions of all 50 atoms, in Å:
Pd 0.942 -1.097 0.339
C 3.926 0.036 4.399
S 3.463 -1.708 4.215
C 2.764 -1.565 2.593
S 1.071 -1.277 2.566
N 3.543 -1.657 1.569
N 2.859 -1.473 0.391
C 3.435 -1.724 -0.718
C 2.669 -1.541 -1.951
C 3.238 -1.702 -3.201
C 2.443 -1.500 -4.321
C 1.119 -1.143 -4.150
C 0.629 -0.991 -2.859
N 1.384 -1.182 -1.793
H 4.408 0.118 5.372
H 3.044 0.671 4.373
H 4.628 0.323 3.620
H 4.463 -2.065 -0.716
H 4.278 -1.983 -3.290
H 2.857 -1.621 -5.313
H 0.465 -0.981 -4.995
H -0.403 -0.714 -2.672
C -0.751 2.279 -2.659
S -1.566 2.146 -1.044
C -0.515 3.193 -0.120
C 0.720 2.887 0.333
S 1.686 1.448 0.350
S 1.568 4.250 1.049
C 0.347 5.464 0.868
S 0.523 7.013 1.378
S -1.060 4.847 0.089
H -1.339 1.718 -3.384
H 0.262 1.875 -2.588
H -0.710 3.323 -2.965
C -4.050 -2.223 1.492
C -3.634 -0.846 0.953
C -4.409 -0.511 -0.328
C -3.829 0.247 2.011
C -2.200 -0.914 0.644
N -1.083 -0.972 0.428
H -5.112 -2.194 1.738
H -3.491 -2.477 2.392
H -3.884 -3.003 0.749
H -5.472 -0.472 -0.087
H -4.257 -1.276 -1.090
H -4.111 0.457 -0.724
H -4.889 0.299 2.261
H -3.508 1.220 1.632
H -3.270 0.018 2.918
O 0.807 -3.020 0.246

Computed properties:
LUMO energy (spin up / spin down) (eV): -1.447 / -1.447
ΔE to the lowest compared entry with this formula, charge and spin (eV): 1.358
E_tot (eV): -105283.424


Record 10
Entry from the OMol25 dataset: a structure of composition C20H43N2P3S2Sc in a non-equilibrium geometry (ωB97M-V/def2-TZVPD).

Positions of all 71 atoms, in Å:
Sc -0.973 0.494 0.689
P -0.045 -1.643 2.341
P 1.623 0.594 -0.127
P -0.655 -3.348 -3.639
H -4.480 -0.176 -0.308
C -3.688 -0.956 -0.288
C -2.612 -0.763 0.746
H -2.914 -0.145 1.618
C -0.083 -1.110 4.091
C 1.662 -2.300 2.238
C -0.892 -3.296 2.437
C 1.859 1.816 -1.466
C 2.884 1.186 1.084
C 2.467 -0.872 -0.840
C -1.109 -4.787 -4.628
C -0.036 -3.725 -1.974
C 0.445 -2.222 -4.501
H -4.303 -1.868 -0.085
H -2.158 -1.704 1.018
H -0.759 -0.251 4.200
H 0.930 -0.818 4.407
H -0.446 -1.937 4.717
H 2.397 -1.483 2.167
H 1.742 -2.951 1.352
H 1.866 -2.911 3.135
H -1.919 -3.274 2.055
H -0.938 -3.631 3.482
H -0.321 -4.029 1.848
H 2.921 1.966 -1.731
H 1.428 2.777 -1.150
H 1.291 1.490 -2.350
H 3.892 0.855 0.794
H 2.661 0.784 2.080
H 2.866 2.284 1.144
H 3.509 -0.652 -1.109
H 1.930 -1.170 -1.750
H 2.460 -1.715 -0.137
H -0.399 -5.029 -5.411
H -2.073 -4.622 -5.108
H -1.208 -5.682 -4.013
H 0.535 -4.661 -1.917
H -0.920 -3.799 -1.308
H 0.587 -2.892 -1.603
H 0.822 -2.625 -5.447
H 1.248 -1.858 -3.865
H -0.199 -1.367 -4.728
C -2.193 0.857 -1.498
C -1.416 1.494 -2.507
C -1.562 2.864 -2.709
C -2.257 3.685 -1.796
C -2.702 3.126 -0.609
C -2.713 1.710 -0.485
S -2.674 -0.872 -1.829
H -1.715 -2.422 -3.323
H -0.865 0.874 -3.214
H -1.195 3.325 -3.628
H -2.470 4.733 -2.031
H -3.161 3.725 0.171
H -3.405 1.368 0.281
S -1.016 2.188 2.552
C 0.381 3.198 2.756
N 0.726 4.257 1.986
C 1.981 4.845 2.384
C 2.354 4.092 3.657
N 1.284 3.110 3.755
H 0.200 4.504 1.169
H 1.878 5.911 2.568
H 2.727 4.708 1.606
H 2.350 4.750 4.537
H 3.337 3.598 3.570
H 1.231 2.398 4.475

Computed properties:
Charge: +3
LUMO energy (eV): -8.444
ΔE to the lowest compared entry with this formula, charge and spin (eV): 0.000
E_tot (eV): -94631.540


Record 11
Entry from the OMol25 dataset: the ion C4H12N8 with charge +2 in a non-equilibrium geometry (ωB97M-V/def2-TZVPD).

Positions of all 24 atoms, in Å:
N -2.894 -1.908 -0.044
C -2.415 -0.661 0.068
N -3.052 0.530 0.106
N -2.132 1.452 0.047
N -0.923 0.907 -0.031
C -1.013 -0.441 0.049
C 0.280 -1.178 -0.254
N 1.483 -0.307 -0.135
N 2.678 -1.128 -0.094
C 1.273 0.845 0.879
N 0.348 1.822 0.379
N 0.660 2.585 -0.633
H -2.211 -2.566 0.378
H -3.812 -2.003 0.301
H -2.475 2.387 -0.127
H 0.247 -2.028 0.454
H 0.425 -1.479 -1.414
H 2.494 -2.067 -0.214
H 3.124 -1.230 0.826
H 3.310 -0.759 -0.808
H 0.986 0.338 1.726
H 2.185 1.255 0.959
H 1.295 2.335 -1.369
H 0.138 3.300 -1.049

Computed properties:
Charge: +2
LUMO energy (eV): -7.505
ΔE to the lowest compared entry with this formula, charge and spin (eV): 0.000
E_tot (eV): -16240.473
SMILES: Nc1n[nH][n+]2c1CN([NH3+])CN2N